Entry from the OMol25 dataset: a structure of composition C17H15Br4ClN2O7Pr at a distorted geometry (wB97M-V/def2-TZVPD).

The calculation puts the energy above the lowest of the compared OMol25 structures with the same formula, charge and spin at 35.65 kcal per mole. Its LUMO energy (spin up / spin down) is 2.1 / 2.1 eV. As for the net charge: -1. The HOMO energy (spin up / spin down) is -4.4526 / -4.4659 eV. The HOMO-LUMO gap (spin up / spin down) comes out at 6.60 / 6.61 eV. The total energy comes out at -341952.00954 eV. As for the spin multiplicity: 3.

Atoms and positions in Å:
Pr1 -0.050339 0.671394 -0.185046
C1 -2.550995 -0.226237 3.338300
C2 -2.429122 0.109418 1.862819
C3 -3.781496 0.262529 1.187247
O1 -1.666372 -0.947572 1.215226
C4 -1.507078 1.328197 1.572925
O2 -0.451266 1.431396 2.211924
O3 -1.760525 1.997816 0.529439
H1 -3.070339 -1.180254 3.445400
H2 -3.115249 0.542766 3.869660
H3 -1.554901 -0.308554 3.769994
H4 -4.399773 -0.616744 1.389684
H5 -3.649630 0.369963 0.112973
H6 -4.291968 1.146137 1.572607
H7 -2.296598 -1.580159 0.858824
Br1 0.408544 -4.039432 -5.511869
C5 -0.255085 -2.864419 -4.185985
C6 -1.611759 -2.812490 -3.916867
Br2 -2.837767 -3.916564 -4.841533
C7 -2.071623 -1.914406 -2.947595
Br3 -3.908496 -1.797063 -2.487300
C8 -1.227341 -1.055344 -2.245166
O4 -1.687574 -0.201565 -1.362920
C9 0.191635 -1.131052 -2.499005
O5 1.011378 -0.371518 -1.825092
C10 0.618444 -2.034028 -3.475219
Br4 2.491048 -2.078537 -3.784412
Cl1 6.793376 0.274293 3.150922
C11 5.141616 0.156764 2.604592
C12 4.302980 -0.824851 3.172816
C13 3.024476 -0.973695 2.728369
C14 2.477878 -0.166431 1.675519
O6 1.332739 -0.422192 1.206590
C15 3.327381 0.897176 1.194695
C16 2.873899 1.894872 0.288550
O7 1.717419 2.107378 -0.104183
C17 4.663196 0.996722 1.649110
H8 4.685938 -1.452987 3.966656
H9 2.373675 -1.733214 3.142333
H10 3.660846 2.581605 -0.067719
H11 5.298960 1.770472 1.234229
N1 -1.728580 2.561464 -2.508529
N2 -0.338122 2.467519 -2.145897
H12 -2.083122 3.482322 -2.290424
H13 -2.228783 1.893245 -1.935987
H14 -0.029839 3.280100 -1.625420
H15 0.188316 2.425761 -3.005238

Atoms 1-2, force components in eV/Å:
1.1389 -0.4141 -0.9928
0.1689 0.1319 -0.0862